[1]
This record from OMol25 describes a molecular structure, C39H36Br2N6O2SeSiTm. The level of theory is wB97M-V/def2-TZVPD.

Atoms and positions in Å:
Tm 0.1504 0.2428 0.5771
O 2.1184 2.0897 -2.8233
C 3.2626 1.3876 -3.0433
C 4.1373 1.8274 -4.0275
C 5.3166 1.1379 -4.2590
C 5.6449 0.0186 -3.5075
C 4.7677 -0.4148 -2.5266
C 3.5698 0.2465 -2.2917
C 2.5821 -0.2961 -1.2933
O 1.8972 0.6814 -0.5870
N 1.5592 -1.0784 -2.0329
N 0.4614 -1.3720 -1.2776
C -0.2173 -2.4326 -1.4998
C -1.5205 -2.6350 -0.8669
Br -2.6020 -1.0737 -0.7802
C -1.9948 -3.8026 -0.4322
C -1.2262 -5.0517 -0.3864
C -1.8832 -6.2581 -0.6392
C -1.1868 -7.4537 -0.6103
C 0.1692 -7.4614 -0.3079
C 0.8237 -6.2724 -0.0278
C 0.1315 -5.0716 -0.0644
H 1.7896 1.7901 -1.9521
H 3.8820 2.7133 -4.5931
H 5.9923 1.4885 -5.0282
H 6.5740 -0.5056 -3.6821
H 5.0132 -1.2853 -1.9268
H 3.1049 -0.9615 -0.5848
H 1.9331 -1.8637 -2.5594
H 0.1307 -3.1950 -2.1973
H -3.0198 -3.8469 -0.0816
H -2.9420 -6.2517 -0.8665
H -1.7040 -8.3807 -0.8173
H 0.7097 -8.3979 -0.2764
H 1.8736 -6.2806 0.2342
H 0.6378 -4.1518 0.1997
Br 2.3464 3.2104 7.1517
C 1.5266 3.0084 5.4655
C 1.7124 3.9811 4.4952
C 1.1338 3.8162 3.2467
C 0.3773 2.6787 2.9868
C 0.1937 1.7023 3.9607
C 0.7649 1.8772 5.2098
N -0.1289 2.4362 1.6741
C -0.7117 3.3704 1.0352
C -1.1007 3.1844 -0.3724
C -1.6562 4.2212 -1.0981
C -1.9114 4.0188 -2.4511
C -1.5924 2.8019 -3.0170
C -1.0487 1.8071 -2.2109
N -0.8162 1.9866 -0.9156
H 2.3214 4.8488 4.7058
H 1.3190 4.5445 2.4676
H -0.3930 0.8167 3.7435
H 0.6286 1.1296 5.9793
H -0.9046 4.3410 1.4926
H -1.8696 5.1680 -0.6219
H -2.3401 4.8109 -3.0495
H -1.7509 2.6085 -4.0678
H -0.7792 0.8416 -2.6208
Se 3.1681 0.9127 1.8709
N 2.0125 -0.4955 1.9361
C 2.1734 -1.0826 3.1133
C 1.5057 -2.2737 3.5443
C 1.8103 -2.7721 4.7640
C 2.7592 -2.1408 5.6439
C 3.4131 -1.0176 5.2816
C 3.1462 -0.4595 3.9865
N 3.7431 0.6115 3.5190
H 0.7755 -2.7301 2.8938
H 1.3257 -3.6757 5.1082
H 2.9459 -2.5919 6.6091
H 4.1369 -0.5297 5.9192
C -3.9932 -3.6114 3.1533
Si -2.8923 -2.4579 4.1382
C -1.8413 -3.4410 5.3396
C -3.9052 -1.1799 5.0576
C -1.7947 -1.5701 2.9485
C -1.1132 -0.9173 2.1692
H -4.6505 -4.1844 3.8098
H -3.3929 -4.3192 2.5776
H -4.6194 -3.0521 2.4560
H -2.4607 -3.8719 6.1283
H -1.0875 -2.8086 5.8106
H -1.3309 -4.2628 4.8323
H -4.5926 -1.6579 5.7577
H -4.4928 -0.5754 4.3654
H -3.2619 -0.5065 5.6269

Cartesian forces (eV/Å) of the 3 atoms listed first:
-0.2 0.1 -0.4
0.0 0.0 0.0
0.0 0.0 0.0

Values from the calculation:
- Energy: -296897.920 eV
- HOMO: -10.4 eV
- Spin multiplicity: 3
- Molar mass: 1056.55 Da
- Total charge: +1

=====

[2]
This record from OMol25 describes C2H3Cl3Si in the gas phase. The level of theory is wB97M-V/def2-TZVPD.

Atoms and positions in Å:
Si -1.3903 -0.0256 0.1694
C 0.4105 -0.5592 -0.3876
Cl 0.8924 -2.0631 -1.0172
C 1.3603 0.4172 -0.0173
Cl 3.0409 0.3536 -0.2623
Cl 0.7291 1.8447 0.6996
H -2.0280 0.9502 -0.5770
H -0.8206 0.2947 1.4674
H -2.1944 -1.2124 -0.0749

Cartesian forces (eV/Å) of the 3 atoms listed first:
2.3 -2.5 0.1
1.5 3.4 1.1
0.0 -0.2 -0.2

Values from the calculation:
- Structure (SMILES): [SiH3]C(Cl)=C(Cl)Cl
- Energy: -47565.587 eV
- ΔE to the lowest compared entry with this formula, charge and spin: 533.1 kJ/mol
- HOMO: -9.1 eV
- Spin multiplicity: 1
- Molar mass: 161.49 Da
- Total charge: 0

=====

[3]
This record from OMol25 describes 2 unconnected molecules or ions with the total composition C3H4NO2. The level of theory is wB97M-V/def2-TZVPD.

Atoms and positions in Å:
C 1.8138 1.6911 -0.0226
C 1.3406 -0.6612 0.0537
C -1.6890 -0.5149 -0.0054
N 1.8033 0.5433 -0.0043
O 1.1118 -1.7888 -0.0193
O -0.5581 0.3114 0.1161
H 2.2209 2.6325 0.1083
H -1.4795 -1.6094 0.0742
H -2.2163 -0.3929 -1.0233
H -2.3475 -0.2111 0.7227

Cartesian forces (eV/Å) of the 3 atoms listed first:
-1.0 1.6 0.2
-3.1 -0.1 -0.8
0.8 -0.1 -3.6

Values from the calculation:
- Energy: -8746.450 eV
- ΔE to the lowest compared entry with this formula, charge and spin: 630.8 kJ/mol
- HOMO (spin up / spin down): -15.1 / -14.4 eV
- Spin multiplicity: 1
- Molar mass: 86.07 Da
- Total charge: +1

=====

[4]
This record from OMol25 describes 2 unconnected molecules or ions with the total composition C11H19Cl2. The level of theory is wB97M-V/def2-TZVPD.

Atoms and positions in Å:
Cl -4.8227 0.6466 -1.1642
Cl -2.4239 -1.0694 -1.6232
C -0.9161 -1.2893 -0.7927
C -0.4611 0.0554 -0.1361
C -1.3763 0.2335 1.1216
C -1.1279 -0.7790 2.2630
C 0.3162 -0.6669 2.7603
C 1.2941 -0.8081 1.5611
C 0.9927 0.1301 0.3479
C 2.0068 0.0402 -0.8267
C 1.7865 1.0801 -1.9362
C 0.3488 1.0730 -2.3918
C -0.5736 1.2005 -1.1857
H -0.2245 -1.7069 -1.5556
H -1.1685 -2.1128 -0.0951
H -1.1896 1.2519 1.4931
H -2.4269 0.1923 0.8042
H -1.8717 -0.5880 3.0766
H -1.3316 -1.8155 1.9198
H 0.4301 0.2856 3.2961
H 0.4715 -1.4942 3.4856
H 2.3242 -0.6469 1.9401
H 1.1960 -1.8542 1.2222
H 1.1062 1.1469 0.7650
H 3.0279 0.1160 -0.4392
H 1.8665 -0.9401 -1.2894
H 2.0664 2.0897 -1.6157
H 2.4124 0.8383 -2.7954
H 0.1253 1.8978 -3.0748
H 0.1352 0.1693 -2.9882
H -1.6091 1.2268 -1.5220
H -0.3834 2.0972 -0.6245

Cartesian forces (eV/Å) of the 3 atoms listed first:
0.1 -0.1 0.0
-1.6 -0.1 -1.1
1.4 -0.7 0.5

Values from the calculation:
- Energy: -36759.205 eV
- ΔE to the lowest compared entry with this formula, charge and spin: 0.0 kJ/mol
- HOMO (spin up / spin down): -10.0 / -10.0 eV
- Spin multiplicity: 2
- Molar mass: 222.18 Da
- Total charge: 0